# 1
ORCA calculation (wB97M-V/def2-TZVPD) on a molecular structure, C5H13CrO2 at a distorted geometry.

Results
energy above the lowest of the compared OMol25 structures with the same formula, charge and spin: 30.21 kcal per mole
⟨S²⟩: 6.068
E_HOMO (spin up / spin down): -12.00 / -13.29 eV
orbital gap (spin up / spin down): 0.299 / 0.340 hartree

```
! RIJCOSX wB97M-V def2-TZVPD def2/J DEFGRID3
* xyz 1 5
C 2.643 0.881 -0.917
O 1.368 0.542 -0.403
C 1.288 -0.769 0.485
H 2.837 0.161 -1.726
H 2.596 1.895 -1.333
H 3.438 0.791 -0.163
H 1.639 -1.579 -0.177
H 2.167 -0.602 1.121
C -2.771 0.734 -0.609
O -1.509 0.428 -0.015
C -1.287 -0.979 0.165
C -0.058 -1.215 1.017
H -2.837 1.823 -0.709
H -2.841 0.261 -1.598
H -3.576 0.369 0.041
H -1.190 -1.451 -0.824
H -2.172 -1.390 0.671
H -0.002 -2.299 1.188
H -0.210 -0.753 2.005
H 0.528 1.409 1.683
Cr -0.051 1.743 0.098
*
```



# 2
ORCA calculation (wB97M-V/def2-TZVPD) on a molecular structure, C48H41IN3O3PSn at a distorted geometry.

Results
energy above the lowest of the compared OMol25 structures with the same formula, charge and spin: 0.00 kcal per mole
E_HOMO: -7.40 eV
orbital gap: 0.250 hartree

```
! RIJCOSX wB97M-V def2-TZVPD def2/J DEFGRID3
* xyz 0 1
Sn -0.246 1.200 -0.790
O -0.983 1.858 6.354
C -0.133 1.106 5.828
O 0.767 0.382 6.323
C -0.165 1.102 4.275
C -1.244 1.635 3.577
C -1.247 1.609 2.209
N -0.169 1.249 1.499
C 0.914 0.829 2.170
C 0.909 0.637 3.529
C 2.146 0.649 1.352
C 3.368 0.453 1.955
C 4.487 0.325 1.154
C 4.347 0.410 -0.218
C 3.082 0.617 -0.747
N 2.005 0.744 0.032
C -2.432 2.047 1.417
C -3.671 2.193 2.018
C -4.712 2.680 1.254
C -4.483 3.010 -0.074
C -3.225 2.804 -0.598
N -2.223 2.318 0.132
H -2.051 2.050 4.164
H 1.732 0.215 4.082
H 3.454 0.435 3.025
H 5.460 0.166 1.604
H 5.185 0.317 -0.885
H 2.919 0.691 -1.813
H -3.816 1.922 3.046
H -5.698 2.799 1.689
H -5.262 3.417 -0.695
H -2.991 3.040 -1.629
I 0.179 1.714 -3.913
C 0.668 3.719 -3.469
C 0.885 4.519 -4.548
C 1.218 5.886 -4.371
C 1.365 6.378 -3.118
C 1.174 5.551 -1.976
C 1.384 6.097 -0.686
C 1.200 5.326 0.416
C 0.776 3.979 0.267
C 0.561 3.364 -0.950
C 0.789 4.184 -2.112
H 0.785 4.121 -5.548
H 1.375 6.524 -5.229
H 1.652 7.407 -2.962
H 1.699 7.131 -0.615
H 1.380 5.731 1.396
H 0.633 3.433 1.189
C -2.598 -5.353 -0.880
C -1.647 -5.573 0.110
C -0.645 -4.636 0.345
C -0.589 -3.481 -0.424
C -1.543 -3.275 -1.425
C -2.546 -4.199 -1.653
P 0.649 -2.142 -0.295
C 1.621 -2.593 1.166
C 0.949 -2.723 2.395
C 1.656 -2.905 3.573
C 3.041 -2.976 3.547
C 3.717 -2.864 2.342
C 3.013 -2.658 1.159
C 1.703 -2.674 -1.679
C 1.780 -1.822 -2.768
C 2.595 -2.115 -3.859
C 3.327 -3.284 -3.868
C 3.216 -4.181 -2.799
C 2.400 -3.893 -1.720
H -3.372 -6.089 -1.048
H -1.680 -6.481 0.699
H 0.091 -4.824 1.120
H -1.496 -2.376 -2.018
H -3.268 -4.040 -2.442
H -0.126 -2.667 2.438
H 1.146 -2.965 4.524
H 3.604 -3.114 4.456
H 4.796 -2.903 2.317
H 3.550 -2.561 0.231
H 1.231 -0.895 -2.748
H 2.656 -1.429 -4.685
H 3.971 -3.537 -4.701
H 3.774 -5.104 -2.816
H 2.326 -4.580 -0.888
C -3.477 -0.067 -2.726
C -4.110 -0.562 -1.448
O -3.131 -0.621 -0.426
C -3.575 -1.376 0.691
C -2.471 -1.439 1.718
H -4.228 -0.012 -3.514
H -2.681 -0.730 -3.063
H -3.028 0.910 -2.614
H -4.547 -1.561 -1.602
H -4.930 0.110 -1.144
H -3.840 -2.393 0.342
H -4.486 -0.939 1.122
H -1.522 -1.579 1.216
H -2.628 -2.266 2.410
H -2.394 -0.543 2.322
*
```



# 3
ORCA calculation (wB97M-V/def2-TZVPD) on a single C5H11FN2 molecule at a distorted geometry.

Results
SMILES: C/C(=N/F)NC(C)C
energy above the lowest of the compared OMol25 structures with the same formula, charge and spin: 129.22 kcal per mole
E_HOMO (spin up / spin down): -7.21 / -7.21 eV
orbital gap (spin up / spin down): 0.288 / 0.288 hartree

```
! RIJCOSX wB97M-V def2-TZVPD def2/J DEFGRID3
* xyz 0 1
C 1.847 1.396 0.747
C 1.543 0.196 -0.051
N 2.967 -0.308 -1.053
F 2.615 -1.379 -1.903
N 0.442 -0.446 -0.208
C -0.952 -0.134 0.409
C -1.551 -1.536 0.642
C -1.687 0.660 -0.725
H 1.501 2.344 0.252
H 2.905 1.402 0.526
H 1.593 1.418 1.885
H 0.257 -1.131 -1.009
H -0.935 0.443 1.344
H -0.857 -1.860 1.420
H -2.666 -1.349 0.905
H -1.512 -2.147 -0.208
H -1.734 0.051 -1.670
H -1.037 1.515 -0.955
H -2.741 0.864 -0.349
*
```



# 4
ORCA calculation (wB97M-V/def2-TZVPD) on 2 unconnected molecules or ions with the total composition C5H8NO2 at a distorted geometry.

Results
energy above the lowest of the compared OMol25 structures with the same formula, charge and spin: 164.29 kcal per mole
E_HOMO: -2.55 eV
orbital gap: 0.145 hartree

```
! RIJCOSX wB97M-V def2-TZVPD def2/J DEFGRID3
* xyz -1 1
N -3.096 0.083 0.912
C -1.752 -0.186 0.974
C -0.818 -0.623 -0.189
C -0.524 0.763 0.495
C 1.887 0.565 -1.026
C 2.306 -0.423 -0.133
O 3.083 -1.323 -0.578
O 1.959 -0.519 1.102
H 2.633 1.222 -1.412
H -3.346 0.713 0.106
H -1.462 -0.934 1.797
H -0.143 -1.432 -0.022
H -1.389 -0.603 -1.165
H -0.859 1.606 -0.118
H 0.376 0.886 1.066
H 1.143 0.205 -1.810
*
```



# 5
ORCA calculation (wB97M-V/def2-TZVPD) on a gas-phase ion, C5H12NO (charge -1) at a distorted geometry.

Results
SMILES: CN[C@H](C)CC[O-]
energy above the lowest of the compared OMol25 structures with the same formula, charge and spin: 15.69 kcal per mole
E_HOMO: -2.25 eV
orbital gap: 0.221 hartree

```
! RIJCOSX wB97M-V def2-TZVPD def2/J DEFGRID3
* xyz -1 1
C 2.748 0.483 0.497
N 1.424 1.013 0.389
C 0.329 0.033 0.253
C 0.631 -1.201 -0.602
C -0.940 0.738 -0.215
C -2.230 -0.018 0.231
O -2.429 -1.191 -0.416
H 3.272 0.284 -0.461
H 2.734 -0.430 1.086
H 3.438 1.200 0.968
H 1.329 1.784 -0.251
H 0.149 -0.370 1.260
H -0.328 -1.671 -0.717
H 1.351 -1.878 -0.161
H 1.073 -0.960 -1.583
H -0.959 1.755 0.200
H -0.971 0.759 -1.307
H -2.179 -0.059 1.350
H -3.083 0.679 0.011
*
```